The following is a quantum chemistry calculation of a cluster of 10 separate species, C30H80O30S10 in total at a distorted geometry, from the OMol25 dataset.

Computed properties:
- Charge: +1
- HOMO level (alpha / beta): -11.827 / -11.827 eV
- 2S+1: 2
- <S²>: 0.757
- HOMO-LUMO gap (alpha / beta): 9.83 / 2.48 eV
- Largest force on an atom: 0.0953 hartree/bohr

Geometry as XYZ:
```
150
C30H80O30S10, DFT the ωB97M-V functional and the def2-TZVPD basis
O 6.280 3.551 -1.213
S 5.828 3.896 0.160
O 5.907 2.908 1.273
O 6.617 5.327 0.702
C 5.921 6.182 1.555
C 5.572 5.552 2.890
C 4.092 4.462 -0.024
H 5.201 6.798 1.016
H 6.695 6.857 1.918
H 5.012 6.240 3.524
H 6.439 5.236 3.470
H 4.923 4.678 2.829
H 3.386 3.680 -0.302
H 4.090 5.270 -0.756
H 3.732 4.884 0.914
O 0.728 -0.865 -2.859
S 0.237 -0.633 -1.518
O 0.929 -1.213 -0.389
O 0.287 0.984 -1.315
C 0.145 1.583 -0.015
C -0.236 3.115 -0.062
C -1.621 -0.942 -1.520
H 1.074 1.420 0.531
H -0.562 1.104 0.662
H -0.511 3.587 0.882
H -0.955 3.377 -0.838
H 0.623 3.735 -0.319
H -2.023 -0.560 -2.458
H -2.219 -0.528 -0.708
H -1.902 -1.995 -1.537
O 1.691 3.604 2.437
S 2.046 2.335 3.167
O 2.917 1.345 2.508
O 2.567 2.571 4.748
C 2.344 3.793 5.473
C 3.203 3.915 6.839
C 0.392 1.529 3.569
H 1.305 3.592 5.734
H 2.224 4.675 4.844
H 4.259 3.793 6.597
H 2.831 3.388 7.717
H 3.145 4.898 7.306
H -0.342 1.449 2.767
H 0.030 2.036 4.464
H 0.583 0.463 3.689
O -3.766 1.980 0.272
S -4.287 3.057 -0.583
O -3.489 4.184 -1.098
O -5.126 2.361 -1.831
C -5.867 1.211 -1.410
C -6.990 1.060 -2.382
C -5.800 3.904 0.139
H -6.165 1.261 -0.362
H -5.097 0.443 -1.480
H -7.543 0.139 -2.194
H -6.532 0.996 -3.369
H -7.540 1.996 -2.293
H -6.292 4.190 -0.791
H -5.526 4.795 0.704
H -6.409 3.213 0.723
O -5.384 -4.683 -1.080
S -5.358 -3.303 -0.644
O -4.464 -2.347 -1.307
O -6.883 -2.668 -0.725
C -7.958 -3.375 -0.275
C -9.120 -3.010 -1.221
C -4.971 -3.209 1.202
H -8.103 -3.132 0.777
H -7.747 -4.444 -0.297
H -9.068 -1.943 -1.434
H -10.109 -3.408 -0.992
H -9.000 -3.508 -2.183
H -5.068 -2.176 1.537
H -4.160 -3.881 1.484
H -5.821 -3.732 1.640
O 3.581 -6.206 -2.916
S 2.380 -5.516 -2.560
O 1.210 -5.615 -3.453
O 1.964 -6.226 -1.109
C 1.012 -5.713 -0.263
C 0.234 -6.906 0.239
C 2.673 -3.875 -1.940
H 0.273 -5.090 -0.768
H 1.302 -5.080 0.575
H -0.625 -6.733 0.887
H 0.802 -7.660 0.784
H -0.186 -7.256 -0.704
H 3.256 -3.184 -2.549
H 3.065 -4.011 -0.933
H 1.760 -3.349 -1.658
O -3.054 -9.853 -1.970
S -3.372 -8.435 -1.736
O -2.729 -7.675 -0.619
O -3.248 -7.528 -3.125
C -3.723 -6.115 -3.071
C -2.698 -5.138 -2.411
C -5.268 -8.331 -1.441
H -4.761 -6.050 -2.743
H -3.732 -5.741 -4.095
H -2.638 -5.385 -1.351
H -2.928 -4.072 -2.419
H -1.663 -5.159 -2.754
H -5.579 -7.783 -2.330
H -5.413 -7.766 -0.520
H -5.739 -9.308 -1.544
O 3.851 7.794 -4.816
S 3.797 8.616 -3.660
O 3.174 9.952 -3.632
O 3.226 7.659 -2.473
C 2.017 8.054 -1.761
C 1.428 6.933 -0.924
C 5.485 8.787 -3.003
H 1.345 8.391 -2.551
H 2.312 8.986 -1.280
H 2.282 6.402 -0.503
H 0.843 6.237 -1.526
H 0.834 7.311 -0.092
H 5.420 9.358 -2.077
H 6.049 9.389 -3.716
H 5.865 7.774 -2.867
O 5.330 -1.276 -3.532
S 5.415 -0.752 -2.231
O 5.467 -1.619 -1.065
O 6.750 0.211 -2.132
C 7.996 -0.315 -2.035
C 8.458 -1.102 -3.389
C 4.038 0.341 -1.838
H 8.103 -1.025 -1.215
H 8.673 0.515 -1.834
H 9.513 -0.919 -3.594
H 7.952 -0.877 -4.328
H 8.330 -2.184 -3.351
H 3.337 -0.269 -1.268
H 3.599 0.659 -2.784
H 4.331 1.168 -1.191
O -1.541 -1.941 1.413
S -1.259 -2.091 2.803
O -1.690 -1.001 3.671
O -2.209 -3.531 3.187
C -2.394 -3.925 4.498
C -3.283 -3.053 5.485
C 0.516 -2.742 3.069
H -1.457 -4.214 4.973
H -2.967 -4.852 4.481
H -4.350 -3.156 5.289
H -3.175 -1.968 5.502
H -3.291 -3.349 6.534
H 0.900 -2.561 4.073
H 1.122 -2.274 2.294
H 0.462 -3.829 3.013
```

Löwdin atomic charge list, values in e, 99 entries: O -0.33; S 0.74; O -0.32; O -0.24; C -0.31; C -0.08; C -0.11; H 0.12; H 0.13; H 0.09; H 0.09; H 0.05; H 0.07; H 0.06; H 0.05; O -0.29; S 0.64; O -0.31; O -0.26; C -0.24; C -0.04; C -0.08; H 0.08; H 0.10; H 0.07; H 0.06; H 0.05; H 0.07; H 0.05; H 0.04; O -0.34; S 0.73; O -0.31; O -0.29; C -0.22; C -0.03; C -0.07; H 0.10; H 0.11; H 0.07; H 0.07; H 0.07; H 0.05; H 0.07; H 0.04; O -0.32; S 0.70; O -0.31; O -0.28; C -0.32; C -0.04; C -0.09; H 0.11; H 0.11; H 0.08; H 0.09; H 0.09; H 0.06; H 0.07; H 0.06; O -0.29; S 0.70; O -0.31; O -0.26; C -0.32; C -0.04; C -0.06; H 0.12; H 0.11; H 0.07; H 0.08; H 0.08; H 0.08; H 0.06; H 0.05; O -0.27; S 0.68; O -0.29; O -0.24; C -0.35; C -0.06; C -0.12; H 0.11; H 0.11; H 0.07; H 0.09; H 0.07; H 0.06; H 0.08; H 0.04; O -0.30; S 0.73; O -0.35; O -0.28; C -0.20; C -0.07; C -0.07; H 0.07; H 0.12